[1]
Here is 11 unconnected molecules or ions with the total composition C49H53Cl4N9 at a distorted geometry from the OMol25 dataset. Energies are from the ωB97M-V functional and the def2-TZVPD basis.

Output
- Highest occupied orbital energy: -9.43 eV
- DFT total energy: -115167.4377 eV
- SMILES: c1ccncc1.c1ccncc1.c1ccncc1.c1ccncc1.c1ccncc1.c1ccncc1.c1ccncc1.c1ccncc1.c1ccncc1.ClCCCl.ClCCCl
- Maximum force: 5.595 eV/A
- Multiplicity: 1

Structure (XYZ):
```
115
C49H53Cl4N9 (the ωB97M-V functional and the def2-TZVPD basis)
C 1.03069 -0.50586 0.83680
C 0.62926 0.80288 0.54886
C -0.09777 1.06436 -0.56640
N -0.39268 0.17329 -1.52777
C 0.15439 -1.04440 -1.36464
C 0.79082 -1.48526 -0.14715
H 1.49653 -0.67316 1.79670
H 0.74238 1.62288 1.24255
H -0.44151 2.08184 -0.68030
H -0.30471 -1.85169 -1.91592
H 1.14639 -2.50193 -0.06743
C -3.24919 -9.22487 -1.26409
C -3.11709 -8.11981 -0.33915
C -2.48206 -6.96688 -0.84485
N -2.04504 -6.86242 -2.13423
C -2.19787 -7.94468 -2.99289
C -2.74697 -9.14702 -2.54978
H -3.68864 -10.16743 -0.97275
H -3.44525 -8.23838 0.68294
H -2.45520 -6.10885 -0.18950
H -1.84551 -7.89761 -4.01271
H -2.66506 -10.02956 -3.16690
C -5.83309 -1.40148 -2.58231
C -6.76665 -1.00616 -1.59338
C -7.58742 -1.92651 -0.96215
N -7.62180 -3.25233 -1.36555
C -6.76517 -3.63547 -2.36477
C -5.86841 -2.72888 -3.01798
H -5.23800 -0.64041 -3.06503
H -6.78815 0.03929 -1.32321
H -8.20429 -1.63075 -0.12643
H -6.80285 -4.65486 -2.71949
H -5.29580 -3.09438 -3.85758
C 0.40398 7.44865 7.93065
C 0.08363 8.03602 6.64009
C 0.19845 7.29497 5.47937
N 0.83748 6.11209 5.45735
C 1.04181 5.51908 6.68265
C 0.85072 6.15717 7.93035
H 0.30793 8.01970 8.84228
H -0.27477 9.05358 6.58986
H 0.01698 7.86089 4.57759
H 1.48230 4.54472 6.53100
H 1.12905 5.68289 8.85985
C -4.85458 0.75805 3.41203
C -6.04670 0.30040 3.81010
C -7.07621 1.14302 4.05746
N -6.91303 2.51055 4.03398
C -5.63129 2.96119 3.82179
C -4.65788 2.14938 3.39083
H -4.00189 0.16759 3.11092
H -6.25585 -0.75916 3.80795
H -8.02957 0.76065 4.39110
H -5.46025 4.02140 3.93618
H -3.67090 2.58164 3.31717
C 6.19140 -1.57739 -7.23425
C 5.39264 -1.37542 -6.11704
C 5.23054 -2.37153 -5.14271
N 5.66327 -3.64980 -5.34829
C 6.33887 -3.89903 -6.50071
C 6.69086 -2.86266 -7.38962
H 6.47973 -0.85105 -7.97970
H 5.02113 -0.38192 -5.91365
H 4.81028 -2.11853 -4.18054
H 6.61525 -4.93633 -6.61910
H 7.18760 -3.12014 -8.31340
C 2.69741 7.09525 -1.15141
C 2.66287 8.36738 -1.73743
C 3.27493 8.58308 -3.03182
N 3.97051 7.55495 -3.59423
C 3.86672 6.31872 -3.05542
C 3.23159 6.07590 -1.94608
H 2.36251 6.95075 -0.13488
H 2.22172 9.21708 -1.23764
H 3.24781 9.54141 -3.52909
H 4.46850 5.63643 -3.63743
H 3.31030 5.15217 -1.39207
C -3.30802 6.60645 -4.54343
C -3.53023 5.34228 -3.94526
C -3.81411 5.35499 -2.60751
N -3.96109 6.43706 -1.90148
C -3.88476 7.65592 -2.49166
C -3.44049 7.78147 -3.78922
H -3.05358 6.74685 -5.58360
H -3.22967 4.46523 -4.49920
H -3.80829 4.35208 -2.20682
H -4.02117 8.50246 -1.83504
H -3.40535 8.71319 -4.33426
C 5.61227 -7.73665 5.64446
C 6.62917 -6.88690 6.04983
C 7.19440 -5.90187 5.24620
N 6.70679 -5.75101 3.94954
C 5.56860 -6.43445 3.61739
C 5.02566 -7.45457 4.44667
H 5.25353 -8.55778 6.24733
H 7.04285 -6.95948 7.04482
H 8.04268 -5.26998 5.46422
H 5.11286 -6.16707 2.67548
H 4.15481 -8.00657 4.12526
Cl 4.66818 0.48824 9.14131
C 4.69781 -1.13620 9.94719
C 3.66211 -2.03371 9.20326
Cl 3.96445 -2.23574 7.45808
H 4.31066 -1.04167 10.96172
H 5.66380 -1.64101 9.93442
H 2.71734 -1.50820 9.34238
H 3.66712 -3.04241 9.61630
Cl -2.62037 -0.59096 -8.47377
C -1.44614 -1.58507 -9.33192
C -0.17692 -1.76859 -8.50637
Cl 0.81359 -3.07850 -9.21554
H -1.24280 -0.99224 -10.22371
H -1.99108 -2.51467 -9.49622
H -0.52731 -1.95829 -7.49180
H 0.49259 -0.90989 -8.45659
```

=====

[2]
Here is a molecular structure, C49H53F2N7OSTi at a distorted geometry from the OMol25 dataset. Energies are from the ωB97M-V functional and the def2-TZVPD basis.

Output
- Highest occupied orbital energy (alpha / beta): -2.25 / -3.68 eV
- Total charge: -1
- DFT total energy: -103542.8720 eV
- Energy above the lowest of the compared OMol25 structures with the same formula, charge and spin: 0.000 eV
- Maximum force: 1.414 eV/A
- Multiplicity: 2

Structure (XYZ):
```
114
C49H53F2N7OSTi (the ωB97M-V functional and the def2-TZVPD basis)
Ti 0.39959 -0.05694 -0.67274
C 5.72722 -2.39126 -1.88686
C 4.62701 -3.36693 -2.31339
C 3.33330 -3.07313 -1.62732
C 2.77733 -3.67794 -0.55999
C 3.29281 -4.83913 0.22811
C 3.87585 -4.42198 1.58124
C 1.55051 -2.95645 -0.24968
N 1.39447 -1.88155 -1.11137
C 2.44318 -1.98272 -2.00549
C 2.57407 -1.24185 -3.13365
C 1.62047 -0.29589 -3.55997
C 1.68593 0.40924 -4.78358
C 2.71797 0.21435 -5.84974
C 2.50272 -1.05991 -6.67013
C 0.59429 1.25968 -4.79612
C -0.09233 1.04997 -3.58063
C -1.18425 1.82695 -3.15879
C -1.85616 1.71158 -1.98244
N -1.57673 0.78758 -0.99225
C -2.61038 0.89075 -0.09817
C -2.79231 0.07271 0.97946
C -1.99985 -1.06079 1.23932
N -0.85253 -1.39390 0.55926
C -0.51457 -2.63729 1.04321
C 0.66723 -3.32627 0.70845
C -1.45551 -3.10101 1.98824
C -2.38083 -2.08408 2.14034
C -3.56967 -2.03956 3.04703
C -3.31509 -1.20454 4.30539
C -1.46768 -4.45903 2.62575
C -0.66309 -4.56146 3.92205
C -3.53311 1.94566 -0.49402
C -3.04914 2.46912 -1.64253
C -3.56057 3.63063 -2.43093
C -2.76126 4.90212 -2.12654
C -4.78891 2.29113 0.24433
C -4.56094 3.10896 1.51492
N 0.52571 0.07223 -2.82862
C 0.23510 2.27466 -5.83772
C 0.78198 3.66618 -5.50431
H 6.65647 -2.57682 -2.42974
H 5.92796 -2.48451 -0.81829
H 5.41640 -1.36154 -2.06645
H 4.93735 -4.39289 -2.10108
H 4.48779 -3.30798 -3.39658
H 4.06354 -5.35358 -0.35058
H 2.48992 -5.56653 0.38390
H 4.70290 -3.72393 1.44137
H 4.24530 -5.28624 2.13717
H 3.12465 -3.91766 2.19067
H 3.43739 -1.40602 -3.76435
H 3.71845 0.19928 -5.40569
H 2.70480 1.07683 -6.52187
H 2.49651 -1.94045 -6.02589
H 3.28454 -1.18891 -7.42265
H 1.53847 -1.02464 -7.18076
H -1.52405 2.59025 -3.84726
H -3.65249 0.24298 1.61298
H 0.87749 -4.23772 1.25546
H -3.85134 -3.05660 3.33596
H -4.43094 -1.62909 2.51127
H -2.44607 -1.58278 4.84800
H -4.17575 -1.21586 4.97914
H -3.10044 -0.16628 4.04161
H -1.09394 -5.19942 1.91305
H -2.50371 -4.74432 2.83151
H 0.38134 -4.29563 3.74897
H -0.69039 -5.57440 4.33161
H -1.05593 -3.87624 4.67550
H -4.61776 3.79378 -2.20620
H -3.50479 3.41068 -3.50037
H -2.90729 5.19920 -1.08554
H -3.07293 5.73215 -2.76426
H -1.69188 4.73318 -2.26947
H -5.30762 1.36368 0.50596
H -5.46134 2.83570 -0.42355
H -3.87877 2.59270 2.19199
H -5.50051 3.28585 2.04352
H -4.11356 4.07500 1.27836
H -0.85080 2.32189 -5.95744
H 0.62749 1.95486 -6.80737
H 0.48504 3.97209 -4.49960
H 0.43061 4.41826 -6.21501
H 1.87362 3.65988 -5.52636
C 0.70638 -1.33972 5.26508
C 0.78035 -1.29101 3.86217
N 0.39877 -0.26160 3.14834
C -0.08819 0.81924 3.78105
C -0.21823 0.86618 5.18081
C 0.19334 -0.25529 5.91905
C -0.72295 2.04245 5.83063
C -1.02937 3.13473 5.10875
C -0.87643 3.14302 3.67974
C -1.12859 4.31131 2.94109
C -0.98114 4.28083 1.58575
C -0.61407 3.06741 0.98343
N -0.33874 1.96335 1.64301
C -0.45017 1.99178 2.99166
H 1.04545 -2.21660 5.79957
H 1.17733 -2.13554 3.30656
H 0.10941 -0.23745 7.00023
H -0.82948 2.03474 6.90922
H -1.38896 4.03828 5.58775
H -1.43328 5.21303 3.46090
H -1.14798 5.14947 0.96328
H -0.53396 3.01820 -0.09350
O 1.12495 4.16033 -1.58263
S 1.88270 2.90490 -1.49229
N 1.20661 1.69244 -1.01832
F 2.31826 1.07341 1.47793
C 2.13167 -0.02885 0.67041
F 3.27012 -0.05047 -0.13337
H 2.21871 -0.90668 1.32203
```

=====

[3]
Here is a molecular structure, C49H54CdN7O3PS3Se from the OMol25 dataset. Energies are from the ωB97M-V functional and the def2-TZVPD basis.

Output
- Highest occupied orbital energy (alpha / beta): -7.48 / -8.86 eV
- Total charge: +1
- DFT total energy: -179963.4383 eV
- Energy above the lowest of the compared OMol25 structures with the same formula, charge and spin: 0.000 eV
- Maximum force: 0.784 eV/A
- Multiplicity: 2

Structure (XYZ):
```
119
C49H54CdN7O3PS3Se (the ωB97M-V functional and the def2-TZVPD basis)
Cd 0.20538 0.52314 -0.16325
S 2.81959 2.05927 1.28072
C 2.33526 1.10455 0.06393
C 1.24127 1.83792 4.87902
N 0.44744 0.67067 4.50931
C -0.18997 -0.12968 5.54939
C 0.04149 0.54500 3.26271
N -0.33201 0.39932 2.17946
H 1.93037 1.55077 5.67246
H 0.60513 2.65162 5.23715
H 1.81108 2.16287 4.01140
H 0.57167 -0.48008 6.24560
H -0.68202 -0.98715 5.09450
H -0.93272 0.45630 6.09528
S 3.29516 0.54195 -1.26442
C 4.99916 1.01039 -1.03325
N 5.57981 1.45947 -2.21151
C 6.95890 1.71164 -2.23732
C 7.64376 1.61957 -1.06969
C 6.97074 1.24281 0.10258
N 5.62626 0.90677 0.06963
H 5.04946 1.44081 -3.06474
H 7.38663 1.99084 -3.18638
H 8.70221 1.83672 -1.05539
H 7.46918 1.16901 1.05487
O -2.06315 0.68701 -0.54884
S -2.91366 -0.56282 -0.77433
C -4.21858 -0.40693 0.43240
C -5.20316 -1.38507 0.49397
C -6.20283 -1.26443 1.44348
C -6.20085 -0.18682 2.32454
C -5.19636 0.76654 2.26131
C -4.18558 0.66419 1.30864
C -3.87622 -0.24239 -2.23401
C -3.98365 -1.24652 -3.18052
C -4.78877 -1.03265 -4.29660
C -5.46049 0.17000 -4.44405
C -5.32636 1.17747 -3.49012
C -4.52655 0.97966 -2.37982
H -5.19717 -2.22553 -0.19002
H -6.98311 -2.01144 1.50183
H -6.98460 -0.09676 3.06492
H -5.19579 1.59837 2.95338
H -3.38365 1.38876 1.24852
H -3.44986 -2.18024 -3.05258
H -4.89009 -1.80691 -5.04522
H -6.09088 0.33081 -5.30855
H -5.84970 2.11587 -3.61736
H -4.41256 1.74966 -1.62646
O -0.09882 -1.78900 0.04784
P 0.40219 -2.75953 1.08864
C -0.80317 -3.06298 2.39187
C -0.65017 -4.12329 3.28864
C -1.59944 -4.34380 4.27314
C -2.71711 -3.51887 4.36023
C -2.88130 -2.47207 3.46630
C -1.92243 -2.24572 2.48616
C 1.91441 -2.23248 1.87972
C 3.02217 -1.99769 1.05898
C 4.20249 -1.52114 1.60062
C 4.28672 -1.27658 2.96587
C 3.19644 -1.51447 3.78862
C 2.01008 -1.99312 3.24816
C 0.71221 -4.35987 0.34576
C 1.77894 -5.17161 0.72157
C 1.93007 -6.42913 0.14976
C 1.01987 -6.87341 -0.79683
C -0.04545 -6.06501 -1.17871
C -0.19995 -4.81229 -0.60998
H 0.20767 -4.78202 3.21524
H -1.47516 -5.16505 4.96636
H -3.46247 -3.70199 5.12359
H -3.75171 -1.83050 3.52307
H -2.02771 -1.41285 1.80783
H 2.95055 -2.16213 -0.00975
H 5.04920 -1.31577 0.96162
H 5.20648 -0.88901 3.38393
H 3.26702 -1.32105 4.85147
H 1.15956 -2.16991 3.89245
H 2.49648 -4.82335 1.45389
H 2.76133 -7.05700 0.44121
H 1.14056 -7.85196 -1.24275
H -0.75112 -6.41457 -1.92056
H -1.02053 -4.17194 -0.91073
O 0.16625 0.07718 -2.58340
C 0.52365 0.64839 -3.59892
C 0.87832 -0.09101 -4.85075
C -0.41732 -0.08227 -5.69005
C -0.99148 1.30449 -6.02527
C -1.78485 2.00937 -4.90594
C -0.97825 2.48283 -3.66492
N 0.42126 2.02029 -3.73525
H 1.18690 -1.10793 -4.61828
H 1.68077 0.42011 -5.39046
H -1.17434 -0.65165 -5.14083
H -0.22526 -0.62706 -6.61498
H -1.67648 1.17975 -6.86565
H -0.19433 1.95374 -6.40671
H -2.57682 1.33066 -4.58170
H -2.28643 2.87276 -5.34697
H -1.39463 2.09013 -2.73884
H -0.97536 3.56748 -3.56734
H 0.85019 2.31848 -4.60248
C 2.01841 4.02291 -1.60688
N 1.79077 4.63835 -0.30655
C 2.66262 5.49604 0.33836
C 2.09054 5.82722 1.51074
N 0.87604 5.16518 1.56439
C -0.06091 5.20358 2.67557
C 0.68802 4.44274 0.44061
Se -0.77133 3.37412 0.04459
H 3.09138 3.98278 -1.78100
H 1.53486 4.60130 -2.39411
H 1.60426 3.01841 -1.60197
H 3.60635 5.77896 -0.08966
H 2.43670 6.45374 2.31177
H 0.19600 6.04583 3.31309
H -0.00184 4.27319 3.23830
H -1.07116 5.31678 2.29171
```

=====

[4]
Here is a molecular structure, C49H54CsN9O2Si2 from the OMol25 dataset. Energies are from the ωB97M-V functional and the def2-TZVPD basis.

Output
- Highest occupied orbital energy: -1.45 eV
- Total charge: -2
- DFT total energy: -85504.4628 eV
- Energy above the lowest of the compared OMol25 structures with the same formula, charge and spin: 0.000 eV
- Maximum force: 0.506 eV/A
- Multiplicity: 1

Structure (XYZ):
```
117
C49H54CsN9O2Si2 (the ωB97M-V functional and the def2-TZVPD basis)
Cs -1.52370 0.28305 0.60886
C 1.26337 -2.03423 -1.17480
C 1.93364 -3.19877 -0.51017
C 2.65663 -4.11330 -1.27101
C 3.30584 -5.19035 -0.68807
C 3.24043 -5.35187 0.68828
C 2.52906 -4.45756 1.47601
C 2.46301 -4.62143 2.96889
C 1.85323 -3.37666 0.87957
N 1.20365 -2.45335 1.70275
C -0.09257 -2.49301 1.86480
O -0.75587 -1.69674 2.58272
C -0.96210 -3.42904 1.03571
C -1.03363 -4.80442 1.17798
C -1.94022 -5.49874 0.38491
C -2.70349 -4.80702 -0.53971
C -2.52687 -3.42907 -0.65321
N -1.70024 -2.75896 0.14417
C -3.26118 -2.68048 -1.75893
O -4.09735 -3.33666 -2.42041
N -2.88948 -1.42345 -1.90543
C -3.30376 -0.74446 -3.04992
C -2.84371 -1.13185 -4.32585
C -1.99300 -2.35944 -4.47516
C -3.15237 -0.35682 -5.43553
C -3.91506 0.79779 -5.32486
C -4.37718 1.17272 -4.07255
C -4.08327 0.41987 -2.94142
C -4.60133 0.84938 -1.59696
H 1.61198 -1.92843 -2.20227
H 1.47559 -1.10012 -0.64852
H 0.17575 -2.14237 -1.20681
H 2.70874 -3.96710 -2.34495
H 3.86362 -5.89089 -1.29848
H 3.75148 -6.18427 1.16317
H 3.11146 -5.43468 3.30155
H 1.44430 -4.83100 3.30612
H 2.75600 -3.69561 3.46809
H -0.39268 -5.31392 1.88644
H -2.03545 -6.57466 0.48166
H -3.41328 -5.28352 -1.20037
H -1.18494 -2.35746 -3.73886
H -1.55550 -2.40736 -5.47423
H -2.58901 -3.25714 -4.29363
H -2.77248 -0.66173 -6.40602
H -4.14190 1.39600 -6.19980
H -4.98392 2.06718 -3.96458
H -5.47877 1.49192 -1.70619
H -3.85341 1.42291 -1.04008
H -4.86637 -0.01842 -0.99544
N 2.42190 0.86892 3.38191
C 1.20804 0.73551 2.78338
N 0.14519 1.35742 3.13025
C 0.19287 2.19786 4.23566
N -0.86737 2.64955 4.80247
N -2.05161 2.32099 4.18235
C -2.40634 1.11124 4.23288
C -3.52127 0.57653 3.43422
C -3.59586 -0.80698 3.29589
C -4.52615 -1.35011 2.41951
C -5.37416 -0.48837 1.74133
C -5.23185 0.87865 1.95904
N -4.32148 1.41305 2.75657
C 1.51629 2.58324 4.76390
C 1.69951 3.61019 5.68530
C 2.96083 3.90452 6.16828
C 4.06140 3.17277 5.72699
C 3.90222 2.15682 4.80548
C 2.62842 1.86391 4.32113
H 3.19797 0.36741 2.98150
H 1.19159 0.00834 1.97598
H -1.81597 0.36483 4.76998
H -2.85921 -1.42968 3.78508
H -4.55980 -2.41743 2.24108
H -6.10387 -0.85676 1.03309
H -5.86851 1.58101 1.42842
H 0.82566 4.16196 6.00491
H 3.09578 4.70677 6.88274
H 5.05201 3.40729 6.09668
H 4.75412 1.59584 4.43998
C 2.97745 3.57984 1.05832
Si 3.08609 2.47990 -0.47370
C 4.48214 3.32583 -1.45584
C 3.84936 0.84250 0.13007
C 1.58098 2.31291 -1.50268
C 0.34085 2.83566 -1.04486
C -0.78668 3.06174 -1.90392
C -1.98043 3.52046 -1.41065
C -2.10859 3.80968 -0.04479
C -0.97887 3.60620 0.72875
N 0.17712 3.12469 0.28350
Si 1.71076 1.58375 -3.17583
C 1.96437 2.85991 -4.56396
C 3.21659 0.44750 -3.36294
C 0.25451 0.50545 -3.71090
H 3.97775 3.69375 1.49410
H 2.29315 3.18666 1.80796
H 2.59950 4.56806 0.78552
H 5.40671 3.39972 -0.87321
H 4.15795 4.34079 -1.70659
H 4.71413 2.81880 -2.39348
H 4.66656 1.03300 0.83686
H 4.26297 0.26239 -0.69780
H 3.10758 0.20193 0.61600
H -0.69539 2.87697 -2.96515
H -2.81765 3.65434 -2.08862
H -3.03171 4.16339 0.39436
H -1.02065 3.79952 1.79966
H 2.89795 3.40579 -4.39662
H 1.15378 3.59147 -4.60418
H 2.02807 2.36460 -5.53921
H 4.15952 0.97672 -3.21741
H 3.21691 0.05143 -4.38391
H 3.19876 -0.40039 -2.67578
H -0.62856 1.04972 -4.05118
H -0.07285 -0.13296 -2.88533
H 0.56589 -0.15151 -4.53001
```